1.
{
  "formula": "C23H26Cl6F6HgN4P",
  "method": "ωB97M-V/def2-TZVPD",
  "homo_ev": -11.5,
  "gap_ev": 1.873,
  "largest_force_ev_per_a": 5.1,
  "total_charge": 1,
  "symbols": ["Hg", "P", "F", "F", "F", "F", "F", "F", "N", "C", "C", "C", "C", "C", "H", "H", "H", "H", "H", "N", "C", "C", "C", "C", "C", "H", "H", "H", "H", "H", "N", "C", "C", "C", "C", "C", "H", "H", "H", "H", "H", "N", "C", "C", "C", "C", "C", "H", "H", "H", "H", "H", "C", "Cl", "Cl", "H", "H", "C", "Cl", "Cl", "H", "H", "C", "Cl", "Cl", "H", "H"],
  "xyz": [[29.216, 36.245, 4.557], [27.505, 32.516, 4.086], [28.710, 33.362, 3.427], [26.982, 32.061, 2.632], [28.342, 31.212, 4.226], [26.133, 31.986, 4.769], [28.138, 33.074, 5.509], [26.694, 33.950, 3.881], [23.180, 36.281, 6.878], [22.447, 35.146, 6.624], [21.396, 34.817, 7.544], [21.099, 35.614, 8.645], [21.877, 36.714, 8.896], [22.872, 37.015, 8.006], [22.663, 34.544, 5.755], [20.651, 34.081, 7.279], [20.198, 35.464, 9.223], [21.709, 37.347, 9.755], [23.426, 37.935, 8.117], [26.902, 39.335, 4.637], [25.665, 39.403, 4.051], [24.801, 40.436, 4.011], [25.175, 41.649, 4.640], [26.453, 41.760, 5.243], [27.272, 40.601, 5.207], [25.352, 38.381, 3.898], [23.802, 40.150, 3.715], [24.596, 42.561, 4.644], [26.781, 42.622, 5.805], [28.188, 40.682, 5.774], [32.876, 34.741, 4.194], [33.552, 35.041, 3.006], [34.886, 34.726, 2.725], [35.591, 33.956, 3.672], [34.968, 33.589, 4.878], [33.672, 34.047, 5.079], [32.970, 35.490, 2.215], [35.235, 34.951, 1.728], [36.624, 33.731, 3.448], [35.474, 33.069, 5.678], [33.032, 33.731, 5.890], [29.134, 37.079, 0.756], [28.607, 36.329, -0.280], [29.068, 36.453, -1.564], [29.789, 37.592, -1.969], [30.066, 38.554, -0.980], [29.690, 38.265, 0.336], [27.892, 35.553, -0.048], [28.673, 35.767, -2.299], [30.037, 37.859, -2.986], [30.455, 39.473, -1.393], [29.877, 38.958, 1.142], [27.578, 29.809, -3.818], [27.681, 30.604, -5.426], [27.360, 30.989, -2.477], [26.650, 29.281, -4.035], [28.437, 29.151, -3.685], [25.589, 31.112, 9.771], [24.034, 30.920, 10.702], [26.424, 32.602, 10.395], [26.135, 30.171, 9.833], [25.280, 31.276, 8.739], [26.417, 27.134, 2.141], [26.894, 27.101, 0.537], [24.706, 26.595, 2.330], [27.127, 26.503, 2.677], [26.570, 28.169, 2.449]]
}

2.
{
  "formula": "C6H10INS",
  "method": "ωB97M-V/def2-TZVPD",
  "homo_ev": -8.5,
  "relative_energy_kj_mol": 0.0,
  "gap_ev": 8.425,
  "largest_force_ev_per_a": 0.8,
  "symbols": ["C", "C", "C", "C", "C", "C", "N", "S", "I", "H", "H", "H", "H", "H", "H", "H", "H", "H", "H"],
  "xyz": [[1.653, -0.954, -1.172], [1.466, 0.497, -1.515], [-0.148, -0.203, 2.123], [-0.692, -0.257, -0.180], [0.808, -0.076, -0.305], [-1.426, 1.082, -0.276], [-0.804, -0.953, 1.091], [1.413, 0.359, 1.353], [-2.694, -1.588, 1.611], [1.159, -1.697, -1.780], [2.614, -1.264, -0.792], [2.299, 1.167, -1.367], [0.843, 0.752, -2.359], [-0.689, 0.686, 2.475], [0.079, -0.850, 2.972], [-1.064, -0.937, -0.955], [-0.989, 1.813, 0.402], [-2.480, 0.954, -0.035], [-1.349, 1.469, -1.289]]
}

3.
{
  "formula": "C5H8IN2",
  "method": "ωB97M-V/def2-TZVPD",
  "homo_ev": -12.5,
  "relative_energy_kj_mol": 298.8,
  "gap_ev": 7.572,
  "largest_force_ev_per_a": 3.2,
  "total_charge": 1,
  "symbols": ["C", "C", "C", "C", "C", "N", "N", "I", "H", "H", "H", "H", "H", "H", "H", "H"],
  "xyz": [[0.704, 0.970, 1.835], [-0.212, 0.504, -1.714], [0.648, 0.101, 0.555], [1.115, -2.213, -0.013], [-1.782, 0.594, -1.774], [0.454, 0.406, -0.675], [0.851, -1.204, 0.912], [1.044, -4.165, 0.735], [0.759, 2.053, 1.652], [-0.150, 0.622, 2.465], [0.277, 0.814, -2.655], [1.661, 0.737, 2.330], [-2.184, 0.093, -2.605], [-1.927, 1.675, -2.066], [-2.272, 0.317, -0.868], [1.013, -1.303, 1.885]]
}

4.
{
  "formula": "C2H7NO3",
  "method": "ωB97M-V/def2-TZVPD",
  "homo_ev": -9.9,
  "relative_energy_kj_mol": 283.9,
  "gap_ev": 10.767,
  "largest_force_ev_per_a": 1.7,
  "symbols": ["C", "N", "O", "H", "H", "H", "H", "H", "C", "O", "O", "H", "H"],
  "xyz": [[-0.952, -1.452, -0.152], [-1.339, 0.590, 1.144], [-0.609, -0.646, 1.058], [-2.308, 0.312, 1.292], [-1.231, 1.041, 0.232], [-0.224, -2.254, -0.302], [-0.991, -0.807, -1.033], [-1.932, -1.902, 0.023], [1.663, 0.697, -0.508], [2.753, 1.295, 0.001], [0.882, 1.276, -1.236], [2.747, 2.194, -0.387], [1.540, -0.344, -0.132]]
}